Entry from OMol25: C3H4N4 in the gas phase (ωB97M-V with the def2-TZVPD basis set).

HOMO ... -8.2 eV
LUMO ... 0.17 eV
Energy relative to the best compared isomer or geometry (same formula, charge and spin) ... 148.6 kcal per mole
M ... 96.1 Da
Total charge ... 0

Last column: Löwdin charge in e.
Cartesian coordinates (Å):
N  -1.44403  -0.24118  -1.50112  0.078
C  -0.43277  -0.09889  -0.60932  -0.308
C  -0.29920  -0.84613  1.35132  0.079
N  0.69712  -0.31149  1.81252  0.026
C  1.63887  0.49397  1.14597  -0.229
N  1.57505  0.94669  -0.04323  0.015
N  0.48072  0.77562  -0.87336  0.002
H  -2.28730  -0.73401  -1.25778  0.087
H  -1.50783  0.44030  -2.24893  0.097
H  -0.94202  -1.14295  0.49002  0.052
H  2.52138  0.71808  1.73392  0.100

***

Entry from OMol25: C24H48N6O6PdSSi as an isolated structure (ωB97M-V with the def2-TZVPD basis set).

HOMO (alpha / beta) ... -13.3 / -14.6 eV
LUMO (alpha / beta) ... -4.73 / -8.38 eV
Energy relative to the best compared isomer or geometry (same formula, charge and spin) ... 35.5 kcal per mole
Spin multiplicity ... 5
M ... 683.3 Da
Expectation value of S² ... 6.05
Total charge ... +2

Last column: Mulliken spin population.
Cartesian coordinates (Å):
Pd  1.55211  -0.39174  -1.01466  1.336
C  -2.08672  0.51619  1.58828  0.008
C  -1.14143  -0.67712  1.57252  0.005
C  -1.87939  -1.94249  2.00260  0.006
C  0.04936  -0.54555  2.51385  0.065
O  -0.58284  -0.85572  0.23518  -0.016
Si  -1.45669  -1.35688  -1.09641  -0.024
S  0.07655  -1.17229  -2.63039  1.130
O  -2.59660  -0.26180  -1.33072  0.071
C  -3.81476  -0.27367  -2.15859  -0.006
C  -3.47048  -0.82231  -3.53260  0.018
C  -4.84822  -1.13232  -1.44988  0.002
C  -4.25204  1.17638  -2.23536  -0.001
O  -1.98231  -2.85624  -1.06913  0.005
C  -1.60792  -4.24294  -1.30872  0.022
C  -2.41304  -5.07317  -0.32531  0.002
C  -1.97685  -4.56714  -2.74559  -0.001
C  -0.11261  -4.39958  -1.07658  0.008
H  -2.30910  0.81184  2.61366  -0.003
H  -3.02096  0.25541  1.09642  0.002
H  -1.66388  1.36239  1.04541  -0.003
H  -2.27651  -1.81979  3.01076  0.000
H  -1.22098  -2.81180  1.98669  0.002
H  -2.72162  -2.13394  1.33817  -0.003
H  -0.27266  -0.57687  3.55283  -0.003
H  0.96383  1.02565  1.39666  -0.026
H  0.74704  -1.35646  2.31456  -0.007
H  -3.15572  -1.86704  -3.47586  -0.002
H  -2.67992  -0.23149  -3.99879  -0.003
H  -4.34575  -0.77712  -4.18021  0.000
H  -4.49787  -2.15917  -1.34395  0.001
H  -5.77391  -1.14572  -2.02543  -0.001
H  -5.07347  -0.72613  -0.46253  0.000
H  -3.47629  1.78631  -2.69913  0.000
H  -4.46211  1.56626  -1.23893  -0.001
H  -5.15889  1.26153  -2.83346  0.000
H  -3.47863  -4.89330  -0.46341  0.000
H  -2.14609  -4.82844  0.70336  -0.002
H  -2.22111  -6.13379  -0.48567  0.001
H  -3.04055  -4.39728  -2.91106  0.000
H  -1.76114  -5.61319  -2.96275  0.000
H  -1.40774  -3.95125  -3.44527  0.001
H  0.15045  -4.07634  -0.06515  -0.002
H  0.44335  -3.82313  -1.82485  0.000
H  0.17651  -5.44451  -1.18688  0.002
N  2.60736  -2.29554  -0.84017  0.184
N  3.09688  -2.46193  -2.16663  0.013
C  3.67644  -1.27363  -2.72957  -0.007
O  4.48659  -1.38506  -3.60513  0.027
O  3.22496  -0.16005  -2.20953  0.241
H  3.36801  -2.19937  -0.16782  -0.007
H  2.04406  -3.09730  -0.57683  -0.008
H  3.71494  -3.25843  -2.27457  0.002
N  3.00426  -0.22303  1.99376  0.058
C  2.22414  0.45769  2.91792  0.344
C  2.48833  0.66463  4.23255  -0.126
C  1.60398  1.39084  5.04605  0.415
C  0.52924  2.06840  4.42246  -0.081
C  0.23139  1.85981  3.12748  0.310
N  0.87381  0.75178  2.40378  0.037
H  3.87544  -0.54921  2.39289  -0.007
H  3.18513  0.32184  1.15590  0.004
H  3.43377  0.31669  4.62876  -0.002
H  1.81639  1.53656  6.09361  0.003
H  -0.03906  2.80942  4.96816  -0.003
H  -0.53299  2.36833  2.56674  0.023
C  4.25826  2.13996  -0.19540  0.011
N  3.23773  3.16604  -0.04038  0.004
C  3.75085  4.53198  0.14786  0.001
C  2.74058  5.55609  -0.31260  0.001
C  1.42342  5.26557  0.36663  0.002
N  1.03048  3.87546  0.11224  0.009
C  -0.39246  3.64529  -0.10163  0.005
C  1.92850  2.88554  -0.04244  0.006
O  1.47463  1.69092  -0.18830  -0.029
H  5.05243  2.53519  -0.82646  0.001
H  3.87068  1.26776  -0.71235  -0.007
H  4.70809  1.88181  0.76838  -0.001
H  4.66978  4.61153  -0.43000  0.000
H  4.00866  4.68020  1.20044  0.000
H  2.62236  5.50384  -1.39651  0.000
H  3.08496  6.55808  -0.06204  0.000
H  0.63049  5.90483  -0.01719  0.000
H  1.48991  5.43407  1.44541  0.000
H  -0.74850  4.30648  -0.89229  0.000
H  -0.95795  3.87434  0.80517  -0.001
H  -0.56842  2.61834  -0.40199  -0.004

***

Entry from OMol25: a 2-piece molecular cluster, FH2O2P overall in a non-equilibrium geometry (ωB97M-V with the def2-TZVPD basis set).

HOMO (alpha / beta) ... -10.8 / -8.3 eV
LUMO (alpha / beta) ... -1.13 / -2.19 eV
Energy relative to the best compared isomer or geometry (same formula, charge and spin) ... 200.3 kcal per mole
M ... 84.0 Da
Total charge ... 0

Last column: Löwdin charge in e.
Cartesian coordinates (Å):
O  1.54570  -0.38552  0.40883  -0.420
O  -1.75322  -0.53288  -0.49589  -0.105
F  -2.68495  0.18018  0.30388  -0.186
P  0.80899  0.92342  -0.14940  0.852
H  1.69703  -0.58825  1.29304  0.013
H  0.38645  0.40305  -1.36046  -0.153

***

Entry from OMol25: a 3-piece molecular cluster, C4H13NO2 overall in a non-equilibrium geometry (ωB97M-V with the def2-TZVPD basis set).

HOMO (alpha / beta) ... -13.9 / -13.9 eV
LUMO (alpha / beta) ... -4.98 / -8.37 eV
Energy relative to the best compared isomer or geometry (same formula, charge and spin) ... 47.8 kcal per mole
Spin multiplicity ... 2
M ... 107.2 Da
Expectation value of S² ... 0.76
Total charge ... +1

Last column: Mulliken spin population.
Cartesian coordinates (Å):
C  -1.68150  1.46628  0.70607  0.015
C  -1.83116  -0.01892  0.37404  0.010
C  -0.41642  -0.62264  0.32681  0.419
C  -0.10793  -1.94586  0.19784  0.146
N  0.97598  -2.64569  0.74825  0.326
H  -1.58662  1.60481  1.78749  0.001
H  -2.59383  2.03438  0.51496  0.003
H  -0.86530  1.82105  0.07373  -0.005
H  -2.59287  -0.50232  1.00618  0.043
H  -2.16622  -0.24001  -0.64934  0.041
H  0.25123  -0.00596  0.95327  0.005
H  -0.74092  -2.73346  -0.22685  -0.001
H  0.70779  -3.19589  1.57710  0.009
H  1.68515  -1.97909  1.06333  -0.011
H  0.62163  0.29637  -1.33013  -0.014
H  0.38517  0.93555  -2.71711  -0.001
O  0.74997  1.10312  -1.84182  0.015
H  3.61975  1.04815  -1.04918  0.000
H  2.35510  1.79765  -0.96119  0.000
O  3.23101  1.78251  -0.55345  0.000

***

Entry from OMol25: C29H37N6O4S2Tl as an isolated structure in a non-equilibrium geometry (ωB97M-V with the def2-TZVPD basis set).

HOMO ... -7.4 eV
LUMO ... -0.84 eV
Energy relative to the best compared isomer or geometry (same formula, charge and spin) ... 7.8 kcal per mole
M ... 802.2 Da
Total charge ... 0

Last column: Löwdin charge in e.
Cartesian coordinates (Å):
Tl  -0.04424  0.77976  -1.93515  0.839
C  2.68356  -0.66694  0.54535  -0.024
C  3.43496  -1.12434  -0.66615  -0.206
C  4.81896  -1.05774  -0.72105  -0.040
C  5.50666  -1.44034  -1.85785  -0.076
C  4.81246  -1.86764  -2.97525  -0.045
C  3.43056  -1.95654  -2.95585  -0.212
C  2.65956  -2.39184  -4.16785  -0.026
C  2.74936  -1.60814  -1.78345  -0.235
N  1.35236  -1.68584  -1.80785  0.082
C  0.72726  -2.77364  -1.59685  -0.269
C  1.37736  -4.04224  -1.13395  0.010
C  -0.73534  -2.79774  -1.84125  -0.269
C  -1.37554  -4.13994  -2.05105  0.006
N  -1.35084  -1.68844  -1.93165  0.075
C  -2.71424  -1.56494  -2.21325  -0.219
C  -3.69404  -1.86274  -1.25825  -0.208
C  -3.34514  -2.29724  0.13475  -0.024
C  -5.02804  -1.69424  -1.60275  -0.045
C  -5.39214  -1.24464  -2.85665  -0.074
C  -4.41684  -0.93124  -3.78495  -0.043
C  -3.07624  -1.07064  -3.47445  -0.211
C  -2.02684  -0.69494  -4.47655  -0.051
H  3.37026  -0.25054  1.27745  0.088
H  2.13886  -1.48604  1.01535  0.069
H  1.96166  0.10596  0.26255  0.054
H  5.36526  -0.69574  0.13645  0.112
H  6.58296  -1.38264  -1.88205  0.102
H  5.34956  -2.13444  -3.87395  0.111
H  3.30916  -2.39974  -5.03875  0.081
H  1.82956  -1.70874  -4.35055  0.078
H  2.24486  -3.39284  -4.03925  0.079
H  2.44096  -3.88434  -0.97535  0.092
H  1.24946  -4.84534  -1.85705  0.090
H  0.92806  -4.35334  -0.19235  0.099
H  -0.89604  -4.63854  -2.89205  0.097
H  -2.43514  -4.02534  -2.27025  0.090
H  -1.25864  -4.77724  -1.17725  0.093
H  -3.24084  -1.41944  0.77135  0.082
H  -2.41254  -2.85014  0.17305  0.062
H  -4.13844  -2.91864  0.54155  0.086
H  -5.79154  -1.93404  -0.87625  0.113
H  -6.43414  -1.12744  -3.10575  0.103
H  -4.69134  -0.57144  -4.76425  0.113
H  -2.41774  -0.76434  -5.48925  0.086
H  -1.14874  -1.32894  -4.38545  0.068
H  -1.72044  0.34266  -4.31255  0.052
C  0.44716  6.31006  4.52875  -0.125
C  1.54446  5.40956  5.04765  -0.275
S  0.85856  3.74336  5.31705  0.661
O  -0.45064  3.87516  5.90185  -0.320
O  1.82056  2.93846  6.01605  -0.316
C  0.63386  3.00326  3.65185  -0.170
C  -0.54634  2.05916  3.81685  -0.156
N  -0.78394  1.26446  2.63785  0.068
C  -1.23234  1.72636  1.44685  -0.307
N  -1.15204  0.78816  0.50725  0.030
C  -0.64034  -0.30854  1.09675  -0.108
C  -0.39524  -0.04424  2.42715  -0.141
N  0.06966  -0.96704  3.37035  -0.331
O  -0.11104  -0.76124  4.55985  0.094
O  0.60856  -1.96784  2.90895  0.064
C  -1.72314  3.08626  1.21185  -0.002
H  0.71626  7.35896  4.63465  0.080
H  -0.45504  6.11476  5.10485  0.069
H  0.24246  6.11716  3.47845  0.075
H  1.90946  5.72286  6.02305  0.103
H  2.38006  5.30206  4.36275  0.103
H  1.55506  2.48046  3.41365  0.113
H  0.45456  3.78656  2.92135  0.074
H  -1.43404  2.65046  4.05345  0.129
H  -0.35354  1.39126  4.66065  0.118
H  -0.49634  -1.23164  0.57625  0.094
H  -2.23684  3.49346  2.07775  0.090
H  -2.36914  3.09076  0.33785  0.098
H  -0.85314  3.72706  0.96885  0.023
S  0.13826  3.93016  -2.53705  0.382
C  0.53996  4.04596  -0.97355  -1.061
N  0.77576  4.12716  0.16635  0.004

***

Entry from OMol25: a 12-piece molecular cluster, C5H33NO12 overall in a non-equilibrium geometry (ωB97M-V with the def2-TZVPD basis set).

HOMO ... -8.7 eV
SMILES ... CCCNC(C)=O.O.O.O.O.O.O.O.O.O.O.O
LUMO ... -0.19 eV
Energy relative to the best compared isomer or geometry (same formula, charge and spin) ... 136.8 kcal per mole
M ... 299.3 Da
Total charge ... 0

Last column: Löwdin charge in e.
Cartesian coordinates (Å):
C  -1.34004  1.33142  -3.03362  -0.004
C  -0.10751  0.34656  -3.36606  -0.483
N  -0.04415  -0.82022  -2.60991  0.042
C  -0.69021  -1.10604  -1.35993  -0.256
C  -0.55558  -0.13350  -0.23612  -0.239
C  0.97230  -0.11758  0.21306  -0.076
O  0.60642  0.30965  -4.37172  -0.001
H  -1.24695  1.65814  -1.98362  0.015
H  -2.36866  1.05643  -3.39105  0.081
H  -1.18487  2.40648  -3.63729  0.128
H  0.84971  -1.31483  -2.94872  0.160
H  -0.43948  -2.17684  -0.97242  0.105
H  -1.84971  -1.03982  -1.55852  0.144
H  -1.14085  -0.74843  0.61759  0.106
H  -1.08699  0.88006  -0.38408  0.069
H  1.64591  0.28993  -0.60322  0.068
H  1.18453  0.53868  1.10245  0.051
H  1.46619  -1.12818  0.50980  0.077
H  2.20886  3.71055  1.55531  0.071
H  2.66424  2.51850  0.64440  0.069
O  2.29660  3.42734  0.62919  -0.061
H  1.26106  -3.73849  -2.05346  0.090
H  1.51089  -2.90812  -0.90495  -0.122
O  1.70955  -2.89301  -1.76784  -0.029
H  2.29824  3.02557  -1.66730  -0.043
H  1.85297  1.99504  -2.59678  0.075
O  2.02845  2.20024  -1.66085  0.002
H  -0.84029  1.11607  2.46143  0.063
H  -1.86379  0.75408  3.52169  0.104
O  -1.09913  0.32331  3.02134  -0.104
H  -0.28309  -1.17119  2.73634  -0.069
H  -0.37122  -2.42191  3.46272  0.055
O  -0.05861  -2.03940  2.67021  0.011
H  0.03707  -3.75718  -0.47715  -0.039
H  -1.28378  -4.46563  -0.14993  0.041
O  -0.65108  -4.30330  -0.83296  -0.035
H  0.95142  -2.81878  1.52085  0.013
H  1.94979  -3.90205  1.01823  0.093
O  1.54323  -3.05423  0.78902  -0.085
H  -3.31786  -0.41110  1.88234  0.071
H  -2.96596  -0.92130  0.50895  -0.023
O  -3.76026  -0.67600  0.98708  -0.093
H  -3.06568  2.09996  0.54666  0.182
H  -1.55070  2.33211  0.64461  -0.109
O  -2.16982  1.97609  1.18029  -0.105
H  -0.46975  3.98438  -0.42452  0.110
H  0.74895  3.14148  -0.24185  -0.086
O  -0.13405  3.07593  -0.20184  -0.034
H  1.81756  0.45688  3.74280  0.038
H  1.88958  1.91809  3.84617  0.008
O  2.44652  1.19414  3.62319  -0.045